This record from the Open Molecules 2025 dataset describes C4H9N2OP in the gas phase. The level of theory is wB97M-V/def2-TZVPD.

Atoms and positions in Å:
C1 1.89464 -0.05758 0.67630
C2 1.26247 0.31247 -0.72098
C3 -0.15349 1.02004 -0.67825
N1 -0.99587 0.69715 0.50672
P1 -2.52553 -0.02892 0.06423
N2 -2.32520 -1.78463 -0.00980
C4 -1.13781 -2.12601 0.13864
O1 -0.07137 -2.53110 -0.07860
H1 1.17815 -0.08988 1.53495
H2 2.73172 0.64608 0.95298
H3 2.31877 -1.10190 0.58694
H4 1.25425 -0.57536 -1.41751
H5 1.97056 1.04965 -1.21085
H6 -0.72566 0.64757 -1.58800
H7 -0.01987 2.12482 -0.85583
H8 -1.23724 1.60860 0.92138
H9 -3.41852 0.18899 1.17768

Results
Maximum force in eV/A: 2.78
HOMO energy in eV: -8.46
E in eV: -18609.40775
Orbital gap in eV: 9.201
Energy relative to the best compared isomer or geometry (same formula, charge and spin) in kcal per mole: 8.3